Record 1
Density functional theory data (ωB97M-V with the def2-TZVPD basis set) for a cluster of 9 separate species, C5H27NO9 in total.

Output
LUMO energy ... 0.12 eV
2S+1 ... 1
Electronic energy ... -938.67678 Eh
SMILES ... CCNC(=O)CC.O.O.O.O.O.O.O.O
Relative energy (zero: lowest compared OMol25 entry of this formula, charge and spin) ... 0.000 eV
Gap between HOMO and LUMO ... 10.33 eV

Geometry (Å):
C: -0.40026 2.01681 1.94317
C: -0.01325 0.55903 1.77930
N: -0.65266 -0.04653 0.59664
C: -0.17722 0.03294 -0.67686
O: -0.95541 -0.21166 -1.61358
C: 1.27411 0.31166 -0.93623
C: 1.75010 -0.49383 -2.13580
H: 0.11872 2.47125 2.78412
H: -1.50341 2.14056 2.05648
H: -0.13998 2.62836 1.04573
H: -0.30808 -0.03850 2.64920
H: 1.06130 0.46356 1.66931
H: -1.65478 -0.24864 0.69765
H: 1.90982 0.11330 -0.07116
H: 1.37218 1.38589 -1.08344
H: 2.81187 -0.27561 -2.32893
H: 1.63860 -1.56332 -1.97484
H: 1.24415 -0.24403 -3.05864
O: -3.33929 1.11797 -1.38976
H: -3.95608 0.58304 -0.90889
H: -2.54872 0.55889 -1.53704
O: 0.04125 -3.42110 -0.06339
H: 0.87861 -2.99030 0.18988
H: 0.26145 -3.96472 -0.82014
O: -0.27812 2.63900 -3.09066
H: -0.50236 1.69734 -3.05676
H: -0.79081 3.04677 -2.36039
O: -2.61965 -1.98256 -0.36262
H: -1.98798 -2.68561 -0.20443
H: -2.20413 -1.47411 -1.08291
O: -1.83290 3.36508 -0.96338
H: -2.36836 4.07804 -1.33728
H: -2.40380 2.56316 -1.01532
O: 2.25168 -2.43902 1.20298
H: 2.64796 -1.56679 1.21082
H: 1.59483 -2.52788 1.93655
O: 3.41722 0.56537 1.62802
H: 3.38256 1.43753 1.23433
H: 3.78871 0.68295 2.50287
O: -0.01823 -2.62912 2.63123
H: -0.50795 -2.12660 1.94809
H: -0.28171 -3.52857 2.36608

Record 2
Density functional theory data (ωB97M-V with the def2-TZVPD basis set) for the molecule C3H3NO2.

Output
LUMO energy ... -0.98 eV
2S+1 ... 1
Electronic energy ... -321.28369 Eh
SMILES ... N#CC(=O)CO
Relative energy (zero: lowest compared OMol25 entry of this formula, charge and spin) ... 2.557 eV
Gap between HOMO and LUMO ... 9.88 eV

Geometry (Å):
N: 2.87195 -0.22942 0.03344
C: 1.72341 -0.33343 0.06974
C: 0.28878 -0.47155 0.05896
O: -0.26336 -1.44520 0.55121
C: -0.60701 0.66805 -0.27317
O: -1.85876 0.11963 -0.23475
H: -0.33928 1.37624 -1.07294
H: -0.25107 1.14237 0.68654
H: -1.56405 -0.82138 0.18314

Record 3
Density functional theory data (ωB97M-V with the def2-TZVPD basis set) for the molecule C3H6N2O3.

Output
LUMO energy ... 0.79 eV
2S+1 ... 1
Electronic energy ... -452.99194 Eh
SMILES ... C=NOCONC=O
Relative energy (zero: lowest compared OMol25 entry of this formula, charge and spin) ... 5.690 eV
Gap between HOMO and LUMO ... 10.32 eV

Geometry (Å):
C: -1.41158 -1.81879 1.11843
N: -0.90520 -0.82020 0.49470
O: -0.76780 -1.00777 -0.88913
C: -0.08483 0.04974 -1.47786
O: 1.27621 0.17141 -1.10511
N: 1.36740 0.51449 0.23383
C: 1.09199 1.81055 0.50368
O: 0.83965 2.64753 -0.34097
H: -1.54037 -1.64141 2.22437
H: -2.01860 -2.56359 0.55685
H: -0.19870 -0.28638 -2.50896
H: -0.58600 1.04253 -1.33270
H: 1.62023 -0.18089 0.94996
H: 1.31759 2.08279 1.57291

Record 4
Density functional theory data (ωB97M-V with the def2-TZVPD basis set) for a cluster of 2 separate species, C3H3Br2N in total.

Output
LUMO energy ... -0.62 eV
2S+1 ... 1
Electronic energy ... -5318.83026 Eh
SMILES ... C=C(Br)C#N.Br
Relative energy (zero: lowest compared OMol25 entry of this formula, charge and spin) ... 1.258 eV
Gap between HOMO and LUMO ... 9.85 eV

Geometry (Å):
C: -0.45419 1.28541 0.37109
C: -0.75868 0.11343 -0.15470
Br: -2.21151 -0.78056 0.68904
C: -0.45105 -0.44648 -1.39852
N: -0.15154 -0.81322 -2.45031
H: 0.48943 1.70853 0.06811
H: -0.50801 1.54265 1.39153
Br: 2.52526 -1.63344 0.34042
H: 1.52028 -0.97632 1.14335

Record 5
Density functional theory data (ωB97M-V with the def2-TZVPD basis set) for a cluster of 2 separate species, C3H4Cl3OP in total.

Output
LUMO energy ... -0.56 eV
2S+1 ... 1
Electronic energy ... -1913.80087 Eh
SMILES ... C#P(Cl)Cl.CC(=O)Cl
Relative energy (zero: lowest compared OMol25 entry of this formula, charge and spin) ... 3.039 eV
Gap between HOMO and LUMO ... 8.99 eV

Geometry (Å):
C: 0.78705 2.39892 0.57106
P: 2.18130 2.29494 -0.20400
Cl: 2.82979 2.53469 -2.07738
Cl: 3.66935 1.32766 0.65550
H: -0.03692 2.79030 0.00553
C: -0.50042 -0.41629 0.51363
C: -0.07224 -0.05079 -0.85111
O: 0.92424 -0.28194 -1.44174
Cl: -1.30752 1.00047 -1.68459
H: -0.30193 -1.48191 0.66383
H: -1.51900 -0.18276 0.62871
H: 0.24533 0.22631 1.21500

Record 6
Density functional theory data (ωB97M-V with the def2-TZVPD basis set) for a cluster of 2 separate species, C5H9N2O in total.

Output
LUMO energy (alpha / beta) ... -5.19 / -5.60 eV
2S+1 ... 1
Electronic energy ... -380.25236 Eh
Relative energy (zero: lowest compared OMol25 entry of this formula, charge and spin) ... 5.427 eV
Net charge ... +1
Gap between HOMO and LUMO (alpha / beta) ... 7.24 / 7.45 eV

Geometry (Å):
C: -0.37067 -1.45704 1.52937
C: -1.58098 -1.16467 -0.35324
C: 0.61223 -0.45242 1.19995
C: -0.03511 0.53459 0.37883
C: 1.38273 1.00653 -1.80423
N: -1.31965 -1.79543 0.74366
N: -1.11058 0.09426 -0.50194
O: -0.02984 1.79943 0.78800
H: -0.27283 -1.98026 2.48392
H: -1.94063 -1.75585 -1.13127
H: 1.03031 -0.08901 2.10994
H: 1.50636 -1.01123 0.74000
H: 1.52233 2.09241 -1.54344
H: 0.73569 0.63392 -2.56688
H: 2.16179 0.32695 -1.51953
H: -1.63494 0.91596 -0.82108
H: -0.65619 2.30187 0.26793

Record 7
Density functional theory data (ωB97M-V with the def2-TZVPD basis set) for a structure of composition C7H13AsIIrNOS4.

Output
LUMO energy ... 2.03 eV
2S+1 ... 1
Electronic energy ... -4635.17482 Eh
Net charge ... -1
Gap between HOMO and LUMO ... 6.31 eV

Geometry (Å):
Ir: 1.74933 -1.02040 -1.38589
S: 2.93700 2.90130 -0.83664
As: 4.14138 1.27250 -1.37429
S: 3.55679 -0.51089 -0.10186
S: 2.96258 -0.00181 -2.90467
S: 6.17070 1.46746 -1.73789
O: -0.36660 -0.64301 -1.07248
C: -1.01271 -0.80415 -0.03164
C: -2.50603 -0.75560 -0.05587
C: -2.83872 0.75430 0.05288
C: -2.10246 1.54670 1.15234
C: -0.58917 1.75677 0.94821
C: 0.28184 0.58155 1.41620
N: -0.43932 -0.70077 1.19874
H: -2.91742 -1.30948 0.79003
H: -2.88830 -1.17615 -0.98334
H: -3.91585 0.85324 0.20151
H: -2.60679 1.21492 -0.91085
H: -2.29634 1.08934 2.13197
H: -2.57576 2.53029 1.19297
H: -0.26250 2.65685 1.47047
H: -0.38197 1.94727 -0.10830
H: 0.49393 0.63134 2.48363
H: 1.23549 0.57480 0.89345
H: -1.11047 -0.87483 1.93118
I: -0.35857 -3.99488 -0.63502
C: 1.60133 -3.02416 -1.17748
H: 1.78657 -3.51533 -2.13000
H: 2.25203 -3.44718 -0.41736

Record 8
Density functional theory data (ωB97M-V with the def2-TZVPD basis set) for a cluster of 2 separate species, C5H8O in total.

Output
LUMO energy ... 0.73 eV
2S+1 ... 1
Electronic energy ... -270.46885 Eh
SMILES ... C#CC(=C)C.O
Relative energy (zero: lowest compared OMol25 entry of this formula, charge and spin) ... 2.423 eV
Gap between HOMO and LUMO ... 10.27 eV

Geometry (Å):
C: 1.74370 0.60303 1.62361
C: 1.04569 0.52701 0.64224
C: 0.20603 0.38145 -0.52289
C: -0.64503 1.35519 -0.86325
C: 0.33158 -0.92366 -1.26703
H: 2.37170 0.68812 2.48398
H: -0.70772 2.27788 -0.29429
H: -1.29284 1.25009 -1.72955
H: 0.10854 -1.75435 -0.58977
H: 1.35036 -1.05094 -1.64779
H: -0.36547 -0.96039 -2.10883
O: -1.55945 -1.19351 1.43681
H: -1.81087 -0.48255 0.83408
H: -0.77430 -0.83976 1.87550